{
  "formula": "C14H12N4S2",
  "method": "the ωB97M-V functional and the def2-TZVPD basis",
  "elements": ["C", "C", "C", "C", "S", "C", "C", "N", "N", "C", "C", "C", "C", "C", "C", "C", "N", "N", "C", "S", "H", "H", "H", "H", "H", "H", "H", "H", "H", "H", "H", "H"],
  "coordinates": [[-2.61, -2.39, 0.85], [-3.03, -1.11, 0.22], [-4.35, -0.64, 0.16], [-4.48, 0.56, -0.47], [-2.97, 1.18, -1.00], [-2.15, -0.22, -0.37], [-0.74, -0.33, -0.53], [-0.11, -1.32, -0.01], [1.22, -1.45, -0.16], [2.24, -0.53, -0.25], [2.11, 0.91, -0.06], [2.86, 1.77, -0.86], [2.76, 3.14, -0.68], [1.92, 3.66, 0.29], [1.19, 2.80, 1.11], [1.29, 1.43, 0.93], [3.38, -1.13, -0.43], [3.11, -2.45, -0.46], [1.79, -2.71, -0.27], [1.05, -4.17, -0.24], [-2.00, -2.20, 1.73], [-3.48, -2.97, 1.13], [-1.99, -2.96, 0.16], [-5.19, -1.19, 0.56], [-5.37, 1.13, -0.65], [-0.25, 0.46, -1.10], [3.51, 1.36, -1.62], [3.33, 3.81, -1.31], [1.84, 4.72, 0.43], [0.55, 3.20, 1.88], [0.73, 0.77, 1.58], [3.84, -3.13, -0.56]],
  "total_energy_ev": -42342.4838,
  "smiles": "Cc1ccsc1/C=N/n1c(-c2ccccc2)n[nH]c1=S",
  "e_lumo_ev": -0.2,
  "e_homo_ev": -7.75
}